No. 1
Entry from OMol25: a molecular structure, C43H56As3CsN6O4S3 at a distorted geometry (ωB97M-V with the def2-TZVPD basis set).

Geometry (Å):
C -30.561 2.217 0.713
C -28.984 8.795 3.457
C -32.602 -2.028 2.484
C -26.064 0.636 -0.667
N -28.629 7.793 -1.431
H -31.042 -3.041 0.417
H -24.742 1.334 2.051
H -16.516 -1.692 0.204
C -15.287 0.583 -2.046
N -24.988 9.289 -1.256
H -26.102 0.875 3.137
H -28.518 7.902 3.896
N -26.223 5.204 0.845
H -28.874 3.179 2.769
H -25.689 1.371 -1.481
C -29.708 11.126 2.366
S -22.105 5.388 -1.387
S -27.287 5.536 3.500
C -17.835 10.110 -1.459
H -28.609 0.141 0.255
C -30.794 0.281 2.285
H -20.371 9.452 -3.628
H -29.170 1.691 3.798
C -16.446 1.176 -2.380
H -30.866 1.341 -1.943
H -30.080 12.050 1.960
O -20.886 1.489 -5.094
H -20.186 7.046 -4.262
H -18.932 11.398 -2.844
As -29.467 3.254 -0.667
C -25.747 1.585 2.396
H -29.775 5.844 -0.789
C -30.569 2.416 -2.153
H -19.775 0.983 -1.541
C -19.573 9.320 -2.931
O -19.577 4.092 -0.142
C -18.382 3.434 -3.162
H -17.466 3.121 -3.628
S -26.372 4.851 -4.891
H -16.637 8.663 -0.364
H -18.476 -0.188 -0.059
C -20.143 6.859 -3.164
N -18.897 2.862 -2.002
As -26.912 1.805 0.763
As -31.899 -0.848 1.110
C -30.407 -2.128 0.529
H -29.667 -2.344 1.282
C -29.762 1.376 1.753
H -32.020 -2.010 3.411
H -29.725 9.494 5.321
C -29.518 9.762 4.288
C -23.708 9.412 -1.531
O -27.678 5.549 -4.636
H -21.265 0.897 -5.722
H -18.035 6.733 -1.303
H -31.194 1.602 0.050
H -28.339 8.101 1.640
N -27.874 10.069 -0.698
H -14.395 -1.047 -0.897
C -29.832 10.957 3.725
H -30.388 -0.267 3.112
C -30.448 5.028 -0.539
H -26.791 -0.036 -1.182
O -25.539 4.782 -6.115
C -28.457 0.644 1.229
C -18.790 10.410 -2.434
C -26.749 5.466 1.905
C -17.433 8.835 -1.069
H -19.457 4.341 -4.738
H -25.208 0.019 -0.274
H -23.031 8.571 -1.522
C -26.882 10.986 -1.230
H -14.368 0.914 -2.529
C -28.126 8.841 -1.207
H -31.447 3.001 -2.328
C -19.751 3.854 -1.266
Cs -26.040 6.356 -1.815
C -17.629 0.902 -1.659
C -29.188 10.185 1.500
H -16.311 1.915 -3.174
H -32.836 -3.066 2.219
H -22.348 10.984 -2.183
C -17.595 -0.077 -0.654
H -18.187 5.270 -4.221
H -33.583 -1.600 2.773
H -31.608 0.932 2.714
H -30.235 11.840 4.256
H -29.057 11.760 0.023
C -29.517 2.294 2.951
C -28.771 8.986 2.112
H -21.834 2.031 -4.909
C -15.299 -0.478 -1.088
H -24.571 12.474 -2.162
C -29.015 10.652 0.022
H -27.128 12.020 -1.351
H -29.873 10.289 -0.534
C -23.361 10.712 -1.957
C -18.973 4.639 -3.798
H -30.512 2.638 3.321
H -29.938 -1.855 -0.417
H -25.771 2.591 2.874
C -16.420 -0.843 -0.438
C -18.211 7.751 -1.594
H -17.201 10.883 -1.110
C -24.537 11.439 -1.916
C -20.665 4.858 -2.003
C -25.595 10.546 -1.458
H -31.191 2.915 1.275
H -31.359 5.020 -1.190
H -21.161 7.008 -2.844
H -29.941 2.340 -3.054
H -27.990 -0.076 1.894
N -19.891 5.481 -2.945
C -19.236 7.987 -2.589
C -18.895 1.496 -1.905
H -30.827 5.194 0.480

Values from the calculation:
- E: -10223.29034 Eh
- Net charge: -2
- 2S+1: 1
- Maximum force: 5.58 eV Å⁻¹
- ΔE to the lowest compared entry with this formula, charge and spin: 0.0 kJ/mol
- Highest occupied orbital energy (spin up / spin down): -0.65 / -0.58 eV


No. 2
Entry from OMol25: 5 unconnected molecules or ions with the total composition C43H56F4N2O11Si (ωB97M-V with the def2-TZVPD basis set).

Geometry (Å):
H 6.253 -1.557 0.690
H 0.863 2.942 0.263
H 1.303 -0.007 5.438
O 2.491 -1.377 -2.815
O 5.853 1.159 -5.428
H -7.138 -1.155 6.312
F -2.074 -3.653 -1.324
C -0.353 -1.859 1.309
C 4.317 -0.861 0.106
H -4.507 1.470 2.882
H -1.137 2.371 -3.449
H 9.812 4.200 -4.328
H 0.028 1.186 5.492
C -7.576 0.908 5.869
H 0.639 1.067 2.749
F 0.614 -1.976 3.971
C -7.757 -0.834 4.278
C -5.247 1.733 0.087
H -5.593 1.396 -0.888
O 7.788 0.569 0.229
H 7.256 -1.185 -8.188
H -3.103 0.414 3.024
O 3.364 0.161 1.957
H 7.844 1.756 -8.753
H -8.245 -4.032 3.839
C -6.640 1.124 4.696
C 5.806 1.788 -0.205
H -9.084 -6.571 3.097
N 4.930 2.068 -1.359
H 7.556 3.449 -5.697
O 7.647 1.209 -6.774
H -8.867 -0.863 6.160
C 7.934 0.856 -8.140
C -2.231 1.584 -0.308
H 5.101 -0.626 -7.342
O 8.501 4.939 -2.914
H -8.461 1.528 5.723
C 6.906 -0.204 -8.510
O 6.702 4.923 -1.574
C 0.346 -2.138 -0.966
C -1.092 2.029 0.375
H 6.623 2.507 -0.245
H 0.587 -3.351 -2.576
H 2.146 -0.858 3.390
H -3.547 -1.453 1.483
C 7.755 3.511 -4.633
C -9.620 -5.645 3.293
H 6.490 0.036 -1.269
F -1.300 -1.950 2.247
C 8.790 4.570 -4.274
C -7.893 -0.584 5.770
H 5.935 4.681 -4.322
H -0.674 0.181 3.499
H -7.438 -1.846 4.046
Si -3.676 0.867 0.675
H 5.286 1.980 0.734
H 4.860 -1.439 -1.837
O -5.916 2.054 4.492
C -8.937 -4.727 4.304
C -2.067 -2.783 -0.280
H -4.842 -1.254 0.347
H 5.956 3.113 -3.465
C 4.058 -1.265 -1.136
O -6.745 0.087 3.829
C 2.680 -1.422 -1.620
C -3.500 1.289 2.509
H 8.706 5.463 -4.898
C 6.357 0.894 -6.478
N 0.075 -2.526 -2.306
C -10.980 -5.865 3.941
C 0.002 2.587 -0.284
C 6.557 3.952 -3.799
C 1.100 -0.960 3.139
H 4.773 1.229 -1.897
H -1.055 1.966 1.452
C 6.453 0.414 -0.242
C 5.703 -0.618 0.617
H 1.624 1.594 4.822
H 4.050 2.465 -1.070
H -3.657 -1.989 -1.413
C 1.867 -1.186 0.710
C -2.225 1.716 -1.701
C 0.882 -1.338 1.693
F -2.535 -3.506 0.765
H 0.824 3.123 -2.198
C 1.599 -1.599 -0.608
H 8.956 0.490 -8.201
H 8.044 -0.242 0.678
C -3.792 -1.018 0.519
H -10.971 -6.689 4.657
H -4.998 2.790 -0.013
C 0.401 0.335 3.519
H -8.682 -0.623 3.736
C 3.184 -0.579 1.021
O -10.082 -2.987 5.581
C -0.014 2.693 -1.669
H 5.648 -0.179 1.610
O -11.258 -4.648 4.656
H -3.088 1.410 -2.279
H 6.707 -0.252 -9.579
H -11.773 -6.037 3.217
H -2.875 2.157 2.695
H -8.428 -5.287 5.091
H -9.742 -5.120 2.345
C -1.138 2.265 -2.374
H 5.077 0.946 -8.179
H -7.087 1.175 6.802
H 8.095 2.532 -4.299
C -0.658 -2.264 0.010
C -10.110 -3.987 4.922
C -2.985 -1.608 -0.649
C 7.209 4.638 -2.618
C 0.860 0.827 4.896
H -6.013 1.651 0.855
H 0.265 -1.778 -2.952
C 5.705 0.216 -7.667
H -2.340 -0.870 -1.119

Values from the calculation:
- E: -3298.30288 Eh
- 2S+1: 1
- Maximum force: 0.98 eV Å⁻¹
- Highest occupied orbital energy: -8.71 eV